The following is a quantum chemistry calculation of a structure of composition C62H45I4N5OPS2Sr, from OMol25.

- total charge = -1
- relative energy (zero: lowest compared OMol25 entry of this formula, charge and spin) (kcal/mol) = 0.0
- HOMO level (eV) = -4.40
- gap between HOMO and LUMO (eV) = 5.5
- LUMO (eV) = 1.075

CARTESIAN COORDINATES (ANGSTROEM)
Sr  0.65  -0.56  0.31
I  -6.35  -6.45  -3.53
C  -4.76  -5.44  -2.60
C  -4.29  -4.26  -3.14
C  -3.24  -3.60  -2.52
C  -2.66  -4.10  -1.36
C  -3.16  -5.29  -0.83
C  -4.20  -5.96  -1.44
C  -1.52  -3.38  -0.73
C  -1.70  -2.93  0.60
C  -2.91  -3.08  1.40
C  -2.64  -2.56  2.62
C  -1.26  -2.10  2.59
C  -0.55  -1.52  3.67
C  -1.26  -1.44  4.98
C  -1.44  -0.21  5.62
C  -2.10  -0.12  6.83
C  -2.59  -1.27  7.43
I  -3.59  -1.14  9.27
C  -2.42  -2.50  6.82
C  -1.76  -2.58  5.61
C  0.78  -1.04  3.67
N  1.54  -0.85  2.58
C  2.77  -0.43  2.94
C  3.85  -0.19  2.08
C  5.04  0.47  2.70
C  4.95  1.79  3.14
C  6.04  2.41  3.73
C  7.23  1.72  3.87
I  8.88  2.65  4.76
C  7.34  0.41  3.43
C  6.25  -0.21  2.85
C  3.96  -0.51  0.70
C  5.11  -0.20  -0.14
C  4.86  -0.72  -1.36
C  3.55  -1.37  -1.28
N  3.06  -1.18  -0.04
C  2.92  -2.10  -2.31
C  1.64  -2.70  -2.26
C  1.14  -3.72  -3.16
C  -0.10  -4.06  -2.73
C  -0.37  -3.26  -1.55
N  0.69  -2.45  -1.33
C  3.68  -2.30  -3.57
C  4.93  -2.93  -3.58
C  5.62  -3.12  -4.77
C  5.06  -2.68  -5.96
I  6.10  -2.97  -7.76
C  3.83  -2.06  -5.98
C  3.14  -1.88  -4.79
C  2.81  -0.34  4.40
C  1.59  -0.72  4.85
N  -0.75  -2.33  1.36
H  -4.73  -3.85  -4.04
H  -2.86  -2.68  -2.94
H  -2.71  -5.70  0.07
H  -4.57  -6.89  -1.03
H  -3.85  -3.50  1.07
H  -3.32  -2.50  3.45
H  -1.05  0.69  5.15
H  -2.23  0.84  7.31
H  -2.79  -3.40  7.30
H  -1.61  -3.55  5.14
H  4.03  2.34  3.01
H  5.96  3.44  4.05
H  8.27  -0.13  3.55
H  6.33  -1.23  2.50
H  5.98  0.37  0.16
H  5.49  -0.66  -2.24
H  1.68  -4.16  -3.99
H  -0.74  -4.83  -3.13
H  5.35  -3.28  -2.65
H  6.58  -3.61  -4.76
H  3.40  -1.72  -6.91
H  2.17  -1.39  -4.80
H  3.67  -0.07  4.99
H  1.27  -0.80  5.88
C  1.30  1.03  -2.70
P  -0.24  1.88  -3.25
C  -0.86  0.71  -4.51
C  -0.79  -0.67  -4.33
C  -1.37  -1.53  -5.26
C  -2.03  -1.04  -6.37
C  -2.12  0.34  -6.55
C  -1.54  1.20  -5.63
C  0.55  3.17  -4.31
C  1.14  2.90  -5.54
C  1.78  3.90  -6.25
C  1.84  5.19  -5.74
C  1.26  5.47  -4.51
C  0.61  4.46  -3.81
H  1.03  0.06  -2.27
H  1.77  1.63  -1.92
H  2.01  0.85  -3.51
H  -0.29  -1.10  -3.47
H  -1.29  -2.60  -5.09
H  -2.48  -1.71  -7.08
H  -2.63  0.74  -7.42
H  -1.61  2.27  -5.80
H  1.10  1.89  -5.95
H  2.24  3.67  -7.21
H  2.35  5.97  -6.30
H  1.31  6.47  -4.10
H  0.16  4.68  -2.85
S  2.26  4.35  1.79
C  1.75  2.95  1.13
N  1.37  1.96  0.64
O  -1.41  0.73  -0.20
S  -1.64  2.17  0.10
C  -3.45  2.40  -0.04
C  -3.85  3.21  1.19
C  -3.13  2.55  2.36
C  -1.68  2.35  1.92
H  -3.87  1.39  -0.01
H  -3.67  2.86  -0.99
H  -4.94  3.21  1.31
H  -3.53  4.24  1.08
H  -3.58  1.57  2.57
H  -3.19  3.15  3.27
H  -1.22  1.44  2.31
H  -1.04  3.20  2.16

=====

The following is a quantum chemistry calculation of a cluster of 5 separate species, C62H46B2N3O13S in total, from OMol25.

- total charge = +1
- HOMO level (eV) = -10.83
- gap between HOMO and LUMO (eV) = 7.5
- LUMO (eV) = -3.287

CARTESIAN COORDINATES (ANGSTROEM)
C  -2.20  1.16  0.49
B  -1.77  0.20  -0.69
O  -0.56  0.48  -1.32
C  -2.55  -1.11  -1.20
N  -1.85  -1.94  -1.95
N  -2.72  -2.91  -2.25
O  -2.30  -3.94  -3.02
C  -3.92  -2.71  -1.74
O  -4.98  -3.50  -1.90
B  -5.41  -3.45  -3.27
O  -5.93  -4.53  -3.91
O  -5.32  -2.21  -3.95
N  -3.86  -1.58  -1.03
C  -4.93  -0.94  -0.23
C  -6.08  -0.31  -1.14
C  -6.22  1.25  -0.92
S  -5.57  2.20  -2.34
H  -1.85  0.72  1.45
H  -3.26  1.47  0.49
H  -1.62  2.10  0.36
H  -0.69  0.57  -2.28
H  -2.34  -4.76  -2.48
H  -5.86  -4.38  -4.86
H  -4.47  -2.17  -4.42
H  -4.54  -0.25  0.53
H  -5.43  -1.76  0.32
H  -7.04  -0.75  -0.79
H  -5.89  -0.55  -2.21
H  -5.76  1.51  0.05
H  -7.31  1.46  -0.87
H  -4.87  1.31  -3.12
C  1.30  -8.63  3.80
C  0.34  -9.09  2.90
C  -0.07  -8.28  1.85
C  0.45  -7.00  1.71
C  1.39  -6.53  2.63
C  1.82  -7.35  3.67
C  1.93  -5.15  2.53
O  2.75  -4.73  3.33
C  1.44  -4.27  1.44
C  1.89  -2.95  1.35
C  1.44  -2.13  0.32
C  0.55  -2.63  -0.63
C  0.11  -3.94  -0.54
C  0.54  -4.76  0.49
C  0.01  -6.14  0.58
O  -0.77  -6.57  -0.25
H  1.63  -9.27  4.61
H  -0.07  -10.08  3.01
H  -0.81  -8.64  1.15
H  2.56  -7.00  4.38
H  2.58  -2.57  2.09
H  1.78  -1.11  0.26
H  0.21  -2.00  -1.43
H  -0.58  -4.32  -1.28
C  6.22  -2.81  2.74
C  5.38  -3.93  2.76
C  5.57  -4.96  1.87
C  6.60  -4.89  0.93
C  7.43  -3.76  0.89
C  7.24  -2.73  1.80
C  8.50  -3.65  -0.13
O  9.22  -2.67  -0.17
C  8.66  -4.75  -1.12
C  9.62  -4.63  -2.12
C  9.80  -5.65  -3.04
C  9.02  -6.80  -2.96
C  8.06  -6.92  -1.96
C  7.87  -5.89  -1.05
C  6.81  -6.02  -0.01
O  6.13  -7.02  0.06
H  6.07  -2.01  3.45
H  4.57  -3.98  3.48
H  4.92  -5.83  1.89
H  7.88  -1.86  1.78
H  10.23  -3.74  -2.19
H  10.54  -5.56  -3.82
H  9.16  -7.61  -3.67
H  7.45  -7.82  -1.91
C  0.13  6.49  -6.00
C  0.55  7.74  -5.56
C  1.02  7.90  -4.27
C  1.06  6.82  -3.40
C  0.62  5.56  -3.83
C  0.17  5.40  -5.14
C  0.62  4.41  -2.90
O  0.24  3.31  -3.28
C  1.08  4.61  -1.51
C  1.02  3.55  -0.61
C  1.46  3.72  0.70
C  1.96  4.95  1.11
C  2.01  6.02  0.22
C  1.56  5.85  -1.09
C  1.59  7.01  -2.02
O  2.02  8.08  -1.66
H  -0.23  6.36  -7.01
H  0.51  8.59  -6.23
H  1.35  8.88  -3.93
H  -0.16  4.43  -5.48
H  0.64  2.59  -0.92
H  1.42  2.90  1.40
H  2.31  5.09  2.12
H  2.40  6.97  0.54
C  -1.57  6.41  0.49
C  -1.51  7.64  1.15
C  -2.37  7.89  2.21
C  -3.30  6.93  2.60
C  -3.36  5.71  1.92
C  -2.49  5.46  0.87
C  -4.36  4.68  2.28
O  -4.39  3.63  1.67
C  -5.32  4.97  3.38
C  -6.30  4.04  3.70
C  -7.19  4.30  4.73
C  -7.09  5.48  5.46
C  -6.11  6.41  5.14
C  -5.23  6.17  4.10
C  -4.21  7.19  3.75
O  -4.12  8.22  4.38
H  -0.89  6.20  -0.33
H  -0.80  8.39  0.84
H  -2.33  8.84  2.72
H  -2.53  4.51  0.35
H  -6.38  3.12  3.14
H  -7.96  3.58  4.97
H  -7.78  5.68  6.27
H  -6.04  7.33  5.71

=====

The following is a quantum chemistry calculation of a structure of composition C62H46ClO3P2PtS6, from OMol25.

- total charge = +1
- relative energy (zero: lowest compared OMol25 entry of this formula, charge and spin) (kcal/mol) = 5.9
- HOMO level (spin up / spin down) (eV) = -9.47 / -9.71
- gap between HOMO and LUMO (spin up / spin down) (eV) = 7.0 / 4.6
- LUMO (spin up / spin down) (eV) = -2.456 / -5.091
- multiplicity = 5

CARTESIAN COORDINATES (ANGSTROEM)
Pt  0.71  0.06  -0.91
O  0.26  1.50  1.25
S  -1.18  1.05  1.12
C  -2.03  2.64  1.39
C  -2.44  3.08  2.63
C  -3.25  4.22  2.80
C  -3.65  4.91  1.68
C  -4.57  6.08  1.50
C  -4.49  6.41  -0.01
C  -3.60  5.36  -0.59
C  -3.16  5.15  -1.87
C  -2.28  4.09  -2.09
C  -1.85  3.23  -1.10
P  -0.68  1.95  -1.74
C  -1.81  1.11  -2.89
C  -2.48  0.02  -2.36
C  -3.43  -0.66  -3.10
C  -3.73  -0.24  -4.38
C  -3.06  0.85  -4.92
C  -2.10  1.52  -4.19
C  0.47  3.00  -2.68
C  0.93  4.18  -2.11
C  1.90  4.93  -2.76
C  2.41  4.50  -3.98
C  1.97  3.31  -4.53
C  1.01  2.55  -3.88
C  -2.31  3.40  0.23
C  -3.15  4.51  0.43
C  -1.49  0.26  2.70
C  -2.79  0.16  3.14
C  -3.13  -0.48  4.34
C  -2.12  -1.03  5.09
C  -2.14  -1.76  6.40
C  -0.67  -2.15  6.66
C  0.08  -1.63  5.48
C  1.40  -1.73  5.13
C  1.79  -1.22  3.89
C  0.93  -0.58  3.01
P  1.71  -0.21  1.41
C  3.07  0.90  1.94
C  2.87  2.27  2.04
C  3.87  3.08  2.54
C  5.08  2.53  2.96
C  5.28  1.17  2.85
C  4.28  0.35  2.33
C  2.54  -1.77  0.93
C  2.03  -3.01  1.29
C  2.56  -4.17  0.74
C  3.60  -4.09  -0.18
C  4.13  -2.86  -0.52
C  3.60  -1.70  0.01
C  -0.42  -0.38  3.39
C  -0.80  -0.97  4.61
H  -2.18  2.52  3.51
H  -3.55  4.51  3.79
H  -4.27  6.92  2.12
H  -5.58  5.80  1.79
H  -4.08  7.41  -0.18
H  -5.48  6.39  -0.47
H  -3.47  5.77  -2.70
H  -1.91  3.95  -3.09
H  -2.26  -0.30  -1.34
H  -3.93  -1.52  -2.66
H  -4.48  -0.76  -4.96
H  -3.29  1.18  -5.92
H  -1.60  2.37  -4.64
H  0.54  4.51  -1.16
H  2.24  5.86  -2.33
H  3.16  5.09  -4.48
H  2.38  2.97  -5.47
H  0.69  1.61  -4.29
H  -3.57  0.60  2.54
H  -4.16  -0.54  4.65
H  -2.80  -2.63  6.35
H  -2.52  -1.11  7.19
H  -0.55  -3.24  6.74
H  -0.29  -1.71  7.58
H  2.13  -2.21  5.77
H  2.82  -1.36  3.59
H  1.94  2.70  1.72
H  3.71  4.15  2.62
H  5.85  3.17  3.36
H  6.21  0.73  3.17
H  4.47  -0.70  2.24
H  1.23  -3.06  2.01
H  2.15  -5.13  1.01
H  4.00  -4.99  -0.62
H  4.96  -2.80  -1.22
H  4.02  -0.74  -0.24
C  0.37  -1.42  -2.23
C  -0.27  -2.26  -2.82
C  -1.07  -3.20  -3.52
C  -1.13  -3.20  -4.92
C  -1.98  -4.07  -5.57
C  -2.78  -4.95  -4.85
C  -2.71  -4.97  -3.46
C  -1.86  -4.11  -2.80
H  -0.51  -2.51  -5.47
H  -2.01  -4.09  -6.66
H  -3.46  -5.61  -5.37
H  -3.30  -5.68  -2.91
H  -1.80  -4.12  -1.72
C  5.64  2.81  -0.82
S  6.34  1.26  -1.44
C  5.16  0.62  -2.55
C  3.79  0.68  -2.50
S  2.87  1.45  -1.29
S  2.95  -0.11  -3.84
C  4.37  -0.70  -4.67
S  4.32  -1.52  -6.08
S  5.87  -0.30  -3.86
H  6.49  3.44  -0.60
H  5.07  2.63  0.09
H  5.01  3.26  -1.58
Cl  -0.97  -4.39  0.82
C  -1.87  -3.08  1.60
C  -1.68  -1.75  0.85
O  -2.68  -1.12  0.53
O  -0.48  -1.38  0.68
H  -1.50  -2.99  2.62
H  -2.93  -3.34  1.61

=====

Quick rundown of DFT total energy, same order as above: -5098.1156 -3980.5026 -6266.9402 hartree